A 2-piece molecular cluster, C5H10O2 overall, computed with the ωB97M-V functional and the def2-TZVPD basis.

XYZ file:
```
17
Properties=species:S:1:pos:R:3
H -2.28159 -0.89619 -0.18473
O -2.22752 -0.67467 -1.12705
C 0.45937 -0.09889 1.66603
C 1.00931 0.77177 -2.10878
O -1.78466 -0.99595 1.71648
H 0.93849 0.63532 2.32732
H -1.29661 -0.84008 -1.31910
H 1.93139 -0.55846 -0.59288
H 0.91218 0.00731 -2.88834
H -0.50822 1.14736 0.11570
H 1.11199 -0.98506 1.66784
H 1.90830 1.35479 -2.34335
H -0.90355 -0.38533 3.40593
C -0.84283 -0.52173 2.30843
C 1.12033 0.15657 -0.74426
C 0.31117 0.44653 0.27302
H 0.14245 1.43673 -2.17224
```

Net charge ... 0
SMILES string ... C/C=C/CC=O.O
Orbital gap ... 10.470 eV
M ... 102.1 g mol⁻¹
LUMO ... 0.763 eV
HOMO ... -9.71 eV


One molecule with the formula C5H10O2, computed with the ωB97M-V functional and the def2-TZVPD basis.

XYZ file:
```
17
Properties=species:S:1:pos:R:3
C -0.48389 -0.56115 0.34454
C -0.56889 -0.56670 -2.21966
O 0.75844 1.44105 -0.32419
H -1.12176 -0.89509 1.17149
C 1.32607 0.42275 1.81952
H 1.98238 1.29195 1.91976
C -1.33516 -0.45548 -0.92472
H 0.89655 0.20406 2.80453
H -0.48508 1.40572 1.24124
C 0.24165 0.72404 0.77878
H 1.13618 0.79927 -0.94610
H -1.91000 0.48124 -0.97044
H -2.08424 -1.25977 -0.95192
H -1.19173 -0.74362 -3.12132
H 1.94242 -0.43557 1.52494
O 0.63605 -0.50038 -2.33323
H 0.26101 -1.35232 0.18677
```

Net charge ... 0
SMILES string ... C[C@@H](O)CCC=O
Orbital gap ... 10.977 eV
M ... 102.1 g mol⁻¹
LUMO ... 0.936 eV
HOMO ... -10.04 eV


C5H10O2 as an isolated structure at a distorted geometry, computed with the ωB97M-V functional and the def2-TZVPD basis.

XYZ file:
```
17
Properties=species:S:1:pos:R:3
H -2.91786 0.95112 -0.07213
H 0.40645 -0.69607 1.03937
H -1.57505 -1.64236 0.61089
C -1.83862 -0.84353 -0.09224
H -2.12824 -1.20644 -1.05918
H 2.79850 -0.98593 0.73956
H -1.20343 1.93148 -0.70155
H 0.61305 -1.17265 -0.67166
C -0.99929 0.98349 -0.19892
H -2.38162 0.53044 1.58985
O 2.96193 -0.00340 -1.03008
C 0.85821 -0.41022 0.08887
O 0.32901 0.82175 -0.31273
H 2.48390 0.68709 -1.50926
C -2.15879 0.44782 0.52593
H 2.42230 0.75848 0.83257
C 2.32955 -0.15108 0.22070
```

Net charge ... 0
Orbital gap (alpha / beta) ... 8.048 / 8.048 eV
M ... 102.1 g mol⁻¹
LUMO (alpha / beta) ... 0.795 / 0.795 eV
HOMO (alpha / beta) ... -7.25 / -7.25 eV


One molecule with the formula C5H10O2, computed with the ωB97M-V functional and the def2-TZVPD basis.

XYZ file:
```
17
Properties=species:S:1:pos:R:3
O -0.10359 -0.78442 -0.87842
C 0.53742 -0.29422 1.30632
H 2.15814 0.31198 -1.74099
C -2.11607 0.53732 -0.31882
H 1.27063 1.47279 -0.73947
O -0.77771 -0.82704 1.27893
H -1.66994 1.50387 -0.03986
H -2.35665 0.56725 -1.38583
H -3.07812 0.43583 0.19500
H 1.12597 -0.77925 2.09828
C 1.88956 0.56871 -0.71103
C 1.08588 -0.57919 -0.10180
C -1.26573 -0.71343 -0.04910
H 0.52473 0.78507 1.52183
H 2.81684 0.78149 -0.16045
H -1.86549 -1.62221 -0.22843
H 1.71010 -1.49282 -0.09026
```

Net charge ... 0
SMILES string ... C[C@@H]1OC[C@H](C)O1
Orbital gap ... 10.838 eV
M ... 102.1 g mol⁻¹
LUMO ... 1.050 eV
HOMO ... -9.79 eV


A 2-piece molecular cluster, C5H10O2 overall, computed with the ωB97M-V functional and the def2-TZVPD basis.

XYZ file:
```
17
Properties=species:S:1:pos:R:3
O 1.23262 -2.89659 -0.82921
H 0.95911 2.46520 0.87234
H -1.88168 1.87136 1.00450
C 0.50321 2.28195 -0.12027
H 1.38292 -1.28479 0.49417
H -2.27196 0.19359 1.54741
H 0.37649 -3.19359 -0.49495
H 2.23927 -1.16967 -1.05043
O -0.35819 0.50073 0.73947
H -1.14271 1.19733 2.48814
C 1.30569 -1.50133 -0.58099
C -1.49389 0.96523 1.48129
C -0.67439 0.04578 -0.52462
H -1.51743 0.56418 -0.97050
C 0.12078 -0.79690 -1.17313
H 1.31168 1.73230 -0.65981
H -0.09150 -0.97479 -2.22340
```

Net charge ... 0
Orbital gap ... 9.285 eV
M ... 102.1 g mol⁻¹
LUMO ... 0.367 eV
HOMO ... -8.92 eV


A 2-piece molecular cluster, C5H10O2 overall, computed with the ωB97M-V functional and the def2-TZVPD basis.

XYZ file:
```
17
Properties=species:S:1:pos:R:3
H -2.48311 1.65730 0.00083
H -1.55223 -1.33650 0.68998
H -0.13538 1.27377 1.38707
H -2.86312 -1.04336 -0.59287
H 2.65340 -1.28697 0.32705
C -1.37467 1.55194 0.04065
O 0.86698 -0.25659 0.55708
H 2.79446 0.49200 0.36103
O -1.08369 1.49473 1.33423
C 2.25222 -0.36876 0.77933
C -0.94013 -0.24728 -1.03009
H -1.23875 0.10235 -2.01738
H 0.99982 -1.12386 -1.30709
H 0.97585 0.66179 -1.29005
C 0.55163 -0.23844 -0.82303
H 2.40856 -0.40529 1.85977
C -1.83185 -0.92683 -0.27649
```

Net charge ... 0
Orbital gap ... 8.563 eV
M ... 102.1 g mol⁻¹
LUMO ... 0.928 eV
HOMO ... -7.63 eV


One molecule with the formula C5H10O2, computed with the ωB97M-V functional and the def2-TZVPD basis.

XYZ file:
```
17
Properties=species:S:1:pos:R:3
C -1.69006 0.66653 -1.01082
O -1.64910 -1.29696 0.26972
H 1.01657 -0.33894 2.25702
C 1.03560 1.19747 0.06356
C 0.80766 -0.92385 1.36657
C -0.92970 -0.34861 -0.22867
H 0.88657 -2.00902 1.42938
H 1.91401 -1.43028 -0.65042
H -1.02136 -1.77385 0.90691
H 2.11938 1.21262 0.21050
O 1.15613 -0.96976 -1.05450
H 0.57227 1.78764 0.86496
C 0.57639 -0.27308 0.08258
H -2.73367 0.36797 -1.12978
H -1.22132 0.82512 -1.98865
H -1.66004 1.63314 -0.48841
H 0.82068 1.67387 -0.89996
```

Net charge ... 0
Orbital gap (alpha / beta) ... 6.393 / 6.505 eV
M ... 102.1 g mol⁻¹
LUMO (alpha / beta) ... -0.186 / -0.131 eV
HOMO (alpha / beta) ... -6.58 / -6.64 eV


One molecule with the formula C5H10O2, computed with the ωB97M-V functional and the def2-TZVPD basis.

XYZ file:
```
17
Properties=species:S:1:pos:R:3
O -0.11426 1.58403 -1.49756
H 0.93926 -0.80928 -1.42693
O 0.99408 -1.73978 0.85772
H -1.35745 0.53321 1.23010
H -1.06575 -1.81029 0.62805
H 0.88263 0.89126 2.18427
C -0.11347 -0.91587 -1.14747
H 0.92564 -1.80281 1.81806
H -0.13153 1.46122 -2.45488
C 0.71893 1.10731 1.12178
H -1.82420 0.47419 -1.13176
C -0.47995 0.32734 0.60565
H -0.61128 -1.61338 -1.82773
C -0.20080 -1.18710 0.35809
C -0.74622 0.47038 -0.91185
H 1.63274 0.84711 0.58213
H 0.55165 2.18246 1.01234
```

Net charge ... 0
SMILES string ... C[C@@H]1[C@H](O)C[C@@H]1O
Orbital gap ... 10.616 eV
M ... 102.1 g mol⁻¹
LUMO ... 0.863 eV
HOMO ... -9.75 eV


One molecule with the formula C5H10O2, computed with the ωB97M-V functional and the def2-TZVPD basis.

XYZ file:
```
17
Properties=species:S:1:pos:R:3
C 1.70785 1.00231 -0.62989
H 1.25604 -1.32818 0.84055
H -0.10425 0.08093 -1.49608
O -1.42109 -1.57971 0.66542
C 0.39736 0.20321 -0.52921
C -1.82727 -0.22250 0.61624
C 1.33204 -0.97083 -0.19320
H -0.07651 0.66393 1.51161
H 1.83802 1.75186 0.16516
H -0.91422 1.68236 0.33012
H 1.92756 1.47209 -1.59691
H 1.29866 -1.83097 -0.87187
H -2.45781 -0.03640 -0.26674
C -0.58873 0.65452 0.53994
H -2.42733 0.03727 1.50448
O 2.50494 -0.16498 -0.40252
H -2.15013 -2.11743 0.34145
```

Net charge ... 0
SMILES string ... OCCC1COC1
Orbital gap ... 10.190 eV
M ... 102.1 g mol⁻¹
LUMO ... 0.802 eV
HOMO ... -9.39 eV


A 3-piece molecular cluster, C5H10O2 overall, computed with the ωB97M-V functional and the def2-TZVPD basis.

XYZ file:
```
17
Properties=species:S:1:pos:R:3
H 1.62357 -0.37203 1.34040
H -1.61249 2.06422 0.41408
C 1.15218 -0.28845 0.36909
H 0.67543 1.80213 0.26212
C 1.09858 -1.40425 -0.63392
O -1.68397 0.92353 2.07372
H -0.79814 -0.87786 2.07042
H -0.35025 -1.35935 1.72150
H 2.12533 -1.60070 -0.98202
C 0.64950 0.81185 -0.17475
H 0.67461 -2.35259 -0.28051
H -1.96354 0.24069 0.17626
H 0.80868 1.01816 -2.30355
C -1.74845 1.06987 0.87905
C 0.17279 0.50189 -1.56925
H -0.87053 0.77827 -1.78420
O 0.28408 -0.90773 -1.68502
```

Net charge ... 0
SMILES string ... C1=CCOC1.[H][H].C=O
Orbital gap ... 9.993 eV
M ... 102.1 g mol⁻¹
LUMO ... 0.653 eV
HOMO ... -9.34 eV


C5H10O2 as an isolated structure, computed with the ωB97M-V functional and the def2-TZVPD basis.

XYZ file:
```
17
Properties=species:S:1:pos:R:3
C -1.62491 0.63457 0.81648
H 2.64015 -0.29044 0.29161
H 0.10814 -2.57361 -0.78495
H 1.53871 -2.41449 0.28650
H -2.67770 0.70894 1.09938
H -1.08722 -0.02945 1.50174
O -1.00526 1.95752 0.78888
C 0.62379 -1.91930 -0.07320
H -0.04393 -1.75782 0.78878
H 1.19068 0.64523 0.78479
C -1.38698 0.53753 -0.66370
C -0.86761 1.75861 -0.58114
O 0.92213 -0.74400 -0.76989
C 1.71413 0.18329 -0.06575
H 1.97031 0.97951 -0.77136
H -0.43997 2.52052 -1.22270
H -1.57447 -0.19661 -1.42548
```

Net charge ... 0
Orbital gap ... 9.515 eV
M ... 102.1 g mol⁻¹
LUMO ... 1.011 eV
HOMO ... -8.50 eV


A 2-piece molecular cluster, C5H10O2 overall, computed with the ωB97M-V functional and the def2-TZVPD basis.

XYZ file:
```
17
Properties=species:S:1:pos:R:3
H -0.06248 2.66698 1.34914
H 0.16331 2.07138 -1.05077
H -1.45953 1.56290 1.49932
C 0.56225 0.19522 0.07899
C 0.05824 -1.21726 -0.17798
C -0.34169 1.33002 -0.42912
H 0.66307 -2.10633 1.68114
H -1.25551 0.99963 -0.92774
O 0.42434 0.62132 1.44076
H 0.80308 -0.08666 -2.92933
H 1.12534 0.43727 -3.35194
H -0.47967 -3.08821 0.69867
H -1.02649 -1.64646 1.61564
C -0.46283 1.68943 1.05933
H 1.60625 0.24745 -0.26080
O -0.10432 -1.59518 -1.32018
C -0.21338 -2.08150 1.02487
```

Net charge ... 0
SMILES string ... CC(=O)[C@H]1CCO1.[H][H]
Orbital gap ... 10.353 eV
M ... 102.1 g mol⁻¹
LUMO ... 0.910 eV
HOMO ... -9.44 eV


A 2-piece molecular cluster, C5H10O2 overall at a distorted geometry, computed with the ωB97M-V functional and the def2-TZVPD basis.

XYZ file:
```
17
Properties=species:S:1:pos:R:3
C -1.22344 0.42016 -1.01163
O -0.76630 -2.06208 2.01286
H 3.06707 1.41795 0.55202
C -0.09833 0.42228 -0.08899
C 2.48351 0.50288 0.31730
H -0.22511 -2.09621 2.79676
H -0.68527 1.40520 -2.69568
C -2.46465 0.36152 -0.51657
C 1.19557 0.80299 -0.44414
H -2.58798 -0.01394 0.47879
H -1.25763 -2.92200 1.83315
H -3.18624 0.19631 -1.31195
H 1.25830 1.39781 -1.37245
H -0.18391 -0.21878 0.80182
H 2.29788 -0.06010 1.23624
O -0.85519 0.47534 -2.35703
H 3.23173 -0.02933 -0.23050
```

Net charge ... 0
SMILES string ... C=C(O)/C=C/C.O
Orbital gap ... 8.914 eV
M ... 102.1 g mol⁻¹
LUMO ... 0.672 eV
HOMO ... -8.24 eV


One molecule with the formula C5H10O2 at a distorted geometry, computed with the ωB97M-V functional and the def2-TZVPD basis.

XYZ file:
```
17
Properties=species:S:1:pos:R:3
C -0.64171 1.46205 -0.28615
H 1.55923 -1.48272 1.05604
H 2.47708 -1.23900 -0.46318
H 1.92913 1.00675 -0.07870
H -2.56494 0.51287 0.04730
H -0.73286 -1.46737 1.06381
C 1.68680 -0.81627 0.18876
C 0.37212 -0.64616 -0.64924
H -1.57089 -1.59301 -0.47710
C -0.92071 -0.94544 0.12224
O 0.23425 0.70059 -1.12921
H -1.58036 0.65278 1.49232
H -0.13924 2.06692 0.48598
H -1.15221 2.18223 -0.93839
C -1.54523 0.44301 0.41830
H 0.47392 -1.26490 -1.55358
O 2.11561 0.42768 0.70080
```

Net charge ... 0
SMILES string ... OC[C@H]1CCCO1
Orbital gap ... 10.747 eV
M ... 102.1 g mol⁻¹
LUMO ... 0.962 eV
HOMO ... -9.79 eV


C5H10O2 as an isolated structure, computed with the ωB97M-V functional and the def2-TZVPD basis.

XYZ file:
```
17
Properties=species:S:1:pos:R:3
H 1.28332 -1.52456 -0.01972
H -1.43515 -1.31809 -0.97720
H -1.12629 0.42692 3.04479
H -2.76024 -0.46336 -0.17982
C 2.37679 0.39690 -0.24390
O -1.32222 -0.35916 2.53110
H 3.06498 0.11489 0.55757
C 0.35977 0.45398 -0.25162
C 1.31742 -0.63754 -0.65701
H -1.32972 1.62869 0.04620
H -2.31196 -0.04305 -1.83975
C -1.91389 -0.33881 -0.86140
H 2.92430 0.85465 -1.07263
H 1.29199 -0.93775 -1.70651
H -0.81516 -0.22480 1.71899
O 1.34388 1.29483 0.22879
C -0.94782 0.67626 -0.31789
```

Net charge ... 0
Orbital gap ... 9.546 eV
M ... 102.1 g mol⁻¹
LUMO ... 0.907 eV
HOMO ... -8.64 eV